[1]
Below is C55H66IrN3O5P as an isolated structure at a distorted geometry, with properties calculated with ωB97M-V/def2-TZVPD.

```
131
Properties=species:S:1:pos:R:3:forces:R:3:lowdin_spin:R:1
Ir -0.1030 -0.1089 0.4060 1.50 2.77 0.85 0.274
C -1.2825 2.3220 -6.8255 0.17 -0.01 0.03 0.004
C 0.1143 2.0477 -6.2527 0.05 0.16 -0.17 0.004
C 0.8258 3.3859 -6.0300 -0.13 -0.24 0.02 -0.001
C 0.9519 1.2415 -7.2567 -0.11 0.07 0.11 0.004
C -0.0666 1.2451 -4.9760 0.22 0.73 0.46 0.051
C 0.1833 1.7628 -3.7279 -0.01 0.21 -0.64 0.033
C -0.0373 0.9821 -2.5826 0.11 -0.35 0.66 0.067
N 0.1732 1.3762 -1.3220 -1.51 -3.04 1.29 0.234
C 0.4553 2.6162 -0.8643 1.06 1.39 1.41 0.008
C -0.1289 3.7992 -1.3218 0.11 -0.21 0.03 0.027
C 0.2263 5.0100 -0.7665 0.15 0.00 0.02 0.000
C 1.2886 5.0209 0.1517 -0.28 -0.03 -0.31 0.042
C 1.8898 3.8828 0.6501 0.09 -0.39 0.07 0.003
C 1.3731 2.6162 0.2528 -1.15 1.36 -1.48 0.045
O 1.6865 1.4882 0.7834 -0.65 -2.25 0.89 0.034
C 3.0748 3.9407 1.6039 0.10 -0.03 0.13 -0.001
C 2.6889 3.2975 2.9388 0.04 -0.02 -0.09 -0.001
C 4.2381 3.1666 0.9680 -0.13 0.06 0.04 0.000
C 3.5512 5.3684 1.8882 -0.11 -0.26 -0.09 0.000
C -0.4898 6.3097 -1.0938 -0.04 0.14 -0.03 -0.001
C -0.9294 6.9669 0.2222 -0.01 -0.02 -0.17 0.000
C 0.4538 7.2471 -1.8562 -0.15 -0.07 0.07 0.000
C -1.7437 6.0928 -1.9448 0.22 0.02 0.12 0.000
C -0.3783 -0.4169 -2.7085 0.09 0.11 0.46 0.117
O -0.3499 -1.1388 -1.6546 -0.11 -0.66 -0.50 0.134
C -0.6911 -0.9166 -4.0034 -0.21 -0.02 -0.55 0.026
C -0.5607 -0.0670 -5.0776 -0.10 -0.60 0.38 0.089
C -1.1531 -2.3584 -4.1516 -0.09 -0.13 -0.03 -0.001
C -1.4864 -2.7302 -5.5995 0.09 0.14 0.25 0.000
C -2.4091 -2.5597 -3.2958 0.16 0.05 0.04 0.000
C -0.0357 -3.2892 -3.6646 -0.05 0.08 0.05 0.000
H -1.2135 2.8593 -7.7697 -0.02 0.06 -0.12 0.001
H -1.8561 2.9210 -6.1205 -0.10 0.07 0.02 0.000
H -1.8186 1.3908 -6.9908 -0.11 -0.07 -0.08 0.001
H 0.9274 3.9029 -6.9830 0.01 0.04 -0.07 0.000
H 1.8222 3.2326 -5.6206 0.10 0.03 0.09 0.000
H 0.2637 4.0330 -5.3619 -0.04 0.11 0.12 0.000
H 1.1429 1.8332 -8.1509 0.00 0.05 -0.09 0.001
H 0.4466 0.3287 -7.5588 -0.02 -0.12 -0.07 0.000
H 1.9066 0.9702 -6.8096 0.11 -0.04 -0.01 0.000
H 0.5575 2.7637 -3.5944 0.06 0.12 -0.05 0.001
H -0.8837 3.7236 -2.0879 -0.17 0.04 -0.08 0.001
H 1.6411 5.9808 0.4919 0.06 0.11 0.11 0.002
H 2.3649 2.2721 2.7861 -0.04 -0.06 0.07 0.000
H 1.8735 3.8614 3.3860 -0.09 0.06 0.12 0.000
H 3.5364 3.3082 3.6228 0.11 0.02 0.12 0.000
H 3.9293 2.1489 0.7452 0.04 -0.11 -0.02 0.000
H 5.0917 3.1396 1.6440 0.12 0.00 0.08 0.000
H 4.5433 3.6498 0.0412 0.07 0.02 -0.10 0.000
H 2.7744 5.9536 2.3763 -0.06 0.12 0.03 0.000
H 3.8580 5.8711 0.9733 0.02 0.12 -0.08 0.000
H 4.4093 5.3287 2.5575 0.08 0.00 0.05 0.000
H -0.0754 7.2788 0.8154 0.10 0.05 0.12 0.000
H -1.5148 6.2658 0.8135 -0.08 -0.05 0.09 0.000
H -1.5407 7.8440 0.0200 -0.06 0.16 -0.01 0.000
H 1.3404 7.4742 -1.2707 0.14 0.04 0.07 0.000
H -0.0523 8.1815 -2.0902 -0.04 0.18 -0.03 0.000
H 0.7711 6.7855 -2.7887 0.06 -0.04 -0.12 0.000
H -2.4380 5.4169 -1.4503 -0.11 -0.11 0.02 0.000
H -1.4950 5.6941 -2.9252 -0.01 -0.10 -0.15 0.000
H -2.2491 7.0456 -2.0921 -0.05 0.08 -0.03 0.000
H -0.8337 -0.4229 -6.0558 0.02 -0.14 -0.14 0.004
H -2.2946 -2.1161 -5.9901 -0.11 0.08 -0.10 0.000
H -1.8051 -3.7705 -5.6421 -0.02 -0.08 0.03 0.000
H -0.6157 -2.6198 -6.2414 0.10 0.01 -0.16 0.000
H -3.1814 -1.8520 -3.5929 -0.15 0.04 -0.04 0.000
H -2.1749 -2.3999 -2.2471 -0.02 -0.02 0.07 0.000
H -2.7966 -3.5684 -3.4203 -0.07 -0.16 -0.02 0.000
H 0.8633 -3.1376 -4.2598 0.13 -0.02 -0.07 0.000
H -0.3388 -4.3298 -3.7549 -0.07 -0.17 -0.05 0.000
H 0.1841 -3.0791 -2.6228 0.07 -0.05 0.07 0.000
C 3.6026 -2.0658 4.0875 0.29 -0.09 0.06 0.000
O 2.2904 -1.5602 3.9164 -0.38 0.21 -0.24 0.000
C 1.7505 -1.3704 2.7068 0.22 -0.29 -0.09 -0.001
O 0.6145 -0.9612 2.6325 -0.82 0.17 -0.54 -0.005
N 2.4872 -1.7247 1.6158 0.41 0.02 -0.17 0.003
N 1.9595 -1.4584 0.3473 -0.09 0.13 -0.37 0.035
H 3.7236 -2.1744 5.1638 0.05 -0.01 -0.11 0.000
H 4.3541 -1.3601 3.7208 -0.05 -0.05 -0.03 0.000
H 3.7214 -3.0454 3.6157 -0.01 0.07 0.01 0.000
H 3.4805 -1.9039 1.6971 -0.30 0.06 -0.05 0.001
H 1.7467 -2.2999 -0.1798 0.13 0.06 0.14 0.001
H 2.5176 -0.7963 -0.1843 0.06 -0.06 0.19 0.001
O -1.6470 -2.1104 0.4508 1.22 -0.09 -0.40 0.013
P -3.0416 -1.8199 0.8423 -1.63 0.40 0.42 -0.004
C -3.3696 -0.0416 1.0598 0.69 -1.37 -0.53 -0.012
C -2.6570 1.0092 0.1836 -0.67 0.71 -0.14 -0.013
C -3.3151 2.3073 0.0526 -0.55 0.11 0.14 -0.004
C -4.4384 2.5984 0.7288 0.33 0.40 -0.35 -0.001
C -5.1438 1.5933 1.4732 -0.08 -0.60 0.25 -0.002
C -4.6746 0.3380 1.5829 -0.48 0.49 0.16 -0.002
C -4.2773 -2.5751 -0.2656 0.47 0.22 0.41 0.000
C -4.0799 -3.9156 -0.5739 -0.02 -0.05 0.11 0.000
C -4.9815 -4.5856 -1.3778 0.05 -0.09 -0.04 0.000
C -6.0773 -3.9106 -1.8937 -0.06 0.01 -0.01 0.000
C -6.2620 -2.5686 -1.6072 -0.13 0.02 -0.02 0.000
C -5.3676 -1.8970 -0.7905 0.07 0.11 0.06 0.000
C -3.3643 -2.4760 2.5040 0.11 0.11 -0.45 0.000
C -4.5502 -3.0792 2.8937 -0.09 -0.01 -0.14 0.000
C -4.6941 -3.5316 4.1930 -0.16 -0.05 0.10 0.000
C -3.6605 -3.3790 5.1028 -0.05 -0.01 0.00 0.000
C -2.4719 -2.7837 4.7105 0.04 -0.06 0.10 0.000
C -2.3232 -2.3295 3.4141 0.08 -0.04 -0.03 -0.001
H -2.1900 0.6467 -0.7326 -0.01 0.12 0.28 -0.006
H -2.8546 3.0214 -0.6156 -0.01 0.08 -0.06 0.000
H -4.9012 3.5703 0.6352 0.06 0.13 -0.02 0.000
H -6.1110 1.8495 1.8812 -0.09 -0.06 0.06 0.000
H -5.2749 -0.4452 2.0308 -0.09 0.05 0.09 0.000
H -3.2114 -4.4180 -0.1721 0.07 -0.13 -0.01 0.000
H -4.8241 -5.6291 -1.6077 -0.01 -0.09 -0.03 0.000
H -6.7931 -4.4292 -2.5158 -0.01 -0.04 -0.06 0.000
H -7.1140 -2.0407 -2.0073 -0.08 0.04 -0.08 0.000
H -5.5231 -0.8516 -0.5638 0.00 0.08 0.00 0.000
H -5.3546 -3.2058 2.1801 -0.04 -0.02 -0.03 0.000
H -5.6145 -4.0105 4.4942 -0.07 -0.02 0.04 0.000
H -3.7888 -3.7252 6.1175 0.03 -0.06 0.09 0.000
H -1.6588 -2.6791 5.4130 0.07 0.07 0.08 0.000
H -1.4045 -1.8545 3.1015 0.07 -0.01 0.02 0.000
C -2.0854 0.5937 1.5133 1.91 -0.58 -2.63 -0.130
C -1.8860 1.1503 2.8186 0.31 0.66 1.39 -0.009
C -0.7423 1.9033 3.1370 -0.52 -0.16 -0.34 -0.023
C -0.4486 2.2315 4.4422 0.01 0.11 0.32 0.002
C -1.2906 1.8577 5.4801 -0.04 -0.01 -0.11 -0.025
C -2.4433 1.1454 5.1868 0.07 0.06 0.28 0.002
C -2.7290 0.7873 3.8886 0.07 0.08 -0.60 -0.021
H -0.0822 2.1985 2.3399 0.23 0.03 -0.13 -0.001
H 0.4555 2.7736 4.6687 0.11 0.11 -0.03 0.001
H -1.0556 2.1217 6.5017 0.03 0.01 0.05 -0.002
H -3.1189 0.8535 5.9799 -0.03 -0.03 0.04 0.001
H -3.6285 0.2253 3.6848 0.05 -0.07 0.06 -0.001
```
Positions in Å, forces in eV/Å.

Calculated values
**Frontier orbital gap (alpha / beta)**: 5.48 / 5.79 eV
**ΔE to the lowest compared entry with this formula, charge and spin**: 546.92 kJ/mol
**E_HOMO (alpha / beta)**: -6.15 / -6.59 eV
**Spin multiplicity**: 2


[2]
Below is C55H66NO4S2SeTi as an isolated structure at a distorted geometry, with properties calculated with ωB97M-V/def2-TZVPD.

```
130
Properties=species:S:1:pos:R:3:forces:R:3:lowdin_spin:R:1
Ti 0.2825 0.5017 -1.1899 -0.21 -0.08 -0.64 1.000
C 2.0517 1.1307 6.5376 0.00 0.07 0.02 0.000
C 1.4997 -0.0395 5.7124 -0.01 0.02 -0.09 0.000
C 0.1480 -0.4431 6.2989 -0.08 -0.04 0.06 0.000
C 2.4558 -1.2334 5.8400 0.04 -0.06 0.00 0.000
C 1.3812 0.3606 4.2411 0.00 0.04 -0.03 0.000
C 0.1982 0.2783 3.5196 0.06 -0.05 0.01 0.001
C 0.1721 0.6101 2.1729 0.11 -0.04 0.10 0.003
Se -1.4397 0.3826 1.1563 -0.11 0.09 0.28 0.003
C -1.5031 -1.5145 0.9401 0.02 -0.12 0.10 0.004
C -1.9207 -2.3272 1.9854 0.01 -0.05 -0.02 0.001
C -1.9470 -3.7057 1.8368 -0.01 0.06 0.00 0.001
C -1.5673 -4.2005 0.5872 0.03 -0.14 -0.06 0.001
C -1.1604 -3.4296 -0.4926 -0.03 -0.13 -0.07 0.001
C -1.1061 -2.0197 -0.3214 0.16 0.05 0.05 0.003
O -0.6970 -1.2105 -1.2537 -0.60 -0.29 0.11 0.015
C -0.7932 -4.1729 -1.7953 -0.06 0.12 0.08 0.000
C -2.0271 -4.9610 -2.2681 -0.06 -0.01 -0.03 0.000
C 0.3563 -5.1524 -1.5215 0.04 -0.06 0.02 0.001
C -0.3498 -3.2783 -2.9602 0.03 -0.01 -0.05 0.000
C -2.3405 -4.6678 2.9588 0.01 0.06 -0.05 0.000
C -3.4998 -5.5654 2.5044 -0.05 0.00 -0.02 0.000
C -1.1387 -5.5513 3.3192 0.05 -0.04 0.00 0.000
C -2.7767 -3.9208 4.2197 -0.03 0.04 0.05 0.000
C 1.3135 1.0822 1.4865 -0.11 -0.15 -0.23 0.005
O 1.2274 1.3896 0.2143 0.14 0.60 0.84 0.018
C 2.5283 1.1611 2.2046 0.17 0.05 0.07 0.000
C 2.5089 0.7992 3.5459 0.08 0.00 0.02 0.001
C 3.8882 1.5563 1.5894 -0.18 -0.01 0.03 0.000
C 3.8536 1.9701 0.1123 0.05 0.05 -0.03 0.000
C 4.8409 0.3569 1.6963 0.06 -0.06 0.02 0.001
C 4.4681 2.7400 2.3791 0.05 0.07 0.01 0.000
H 2.1161 0.8557 7.5955 0.00 0.00 -0.04 0.000
H 1.4046 2.0069 6.4474 0.01 -0.04 0.01 0.000
H 3.0507 1.4209 6.2049 -0.04 -0.02 0.00 0.000
H 0.2680 -0.6908 7.3572 -0.01 0.00 -0.02 0.000
H -0.2653 -1.3209 5.7948 0.04 0.04 0.01 0.000
H -0.5838 0.3654 6.2223 0.05 -0.01 0.01 0.000
H 2.5511 -1.5418 6.8868 0.00 0.02 -0.04 0.000
H 3.4522 -0.9853 5.4674 -0.04 0.00 0.02 0.000
H 2.0887 -2.0834 5.2599 0.00 0.03 0.02 0.000
H -0.7175 -0.0663 3.9833 0.02 0.02 -0.02 0.000
H -2.2138 -1.8599 2.9173 0.02 0.01 -0.04 0.000
H -1.5804 -5.2787 0.4469 0.00 0.07 0.02 0.000
H -2.3491 -5.7047 -1.5344 0.02 0.04 -0.02 0.000
H -1.7992 -5.4845 -3.2023 0.00 0.01 0.04 0.000
H -2.8693 -4.2868 -2.4528 0.06 -0.02 0.01 0.000
H 0.1024 -5.8821 -0.7477 0.00 0.03 -0.03 0.000
H 1.2486 -4.6083 -1.2043 -0.04 -0.02 -0.02 0.001
H 0.5961 -5.7037 -2.4371 0.01 0.02 0.04 0.000
H -1.1078 -2.5425 -3.2262 -0.02 -0.04 -0.01 0.000
H -0.1716 -3.9289 -3.8251 0.01 0.05 0.03 0.000
H 0.5689 -2.7334 -2.7446 -0.04 -0.05 0.03 0.000
H -3.2096 -6.1983 1.6630 -0.01 0.04 0.02 0.000
H -4.3542 -4.9621 2.1876 0.02 -0.01 0.03 0.000
H -3.8210 -6.2196 3.3214 0.02 0.01 -0.02 0.000
H -0.8084 -6.1379 2.4591 -0.01 0.02 0.02 0.000
H -1.3960 -6.2456 4.1263 0.00 0.02 -0.03 0.000
H -0.2955 -4.9375 3.6445 -0.03 -0.01 0.00 0.000
H -3.6277 -3.2623 4.0272 0.02 -0.04 -0.01 0.000
H -1.9659 -3.3116 4.6280 -0.01 -0.03 -0.03 0.000
H -3.0737 -4.6401 4.9875 0.01 0.01 0.00 0.000
H 3.4517 0.8410 4.0847 -0.06 0.00 -0.01 0.000
H 3.4920 1.1787 -0.5424 0.02 -0.03 0.05 0.001
H 4.8779 2.2281 -0.1806 -0.04 0.00 -0.02 0.000
H 3.2184 2.8410 -0.0538 0.04 -0.01 0.03 0.000
H 4.4402 -0.5012 1.1502 0.00 0.04 0.02 0.001
H 5.0063 0.0571 2.7353 -0.01 0.01 -0.05 0.000
H 5.8106 0.6162 1.2590 -0.02 -0.02 0.03 0.000
H 3.8149 3.6137 2.2967 0.02 -0.04 0.00 0.000
H 5.4489 3.0075 1.9729 -0.03 0.00 0.02 0.000
H 4.5950 2.5167 3.4410 -0.01 -0.02 -0.04 0.000
C 3.0891 -2.7635 -0.4329 0.15 -0.02 -0.26 0.072
C 3.7690 -2.8992 -1.6888 -0.07 -0.03 0.18 0.171
C 3.5018 -1.9697 -2.6700 -0.04 0.06 -0.03 0.007
C 2.5937 -0.9266 -2.4628 0.02 0.12 0.07 0.175
N 1.9031 -0.8268 -1.2493 0.36 -0.30 -0.15 0.203
C 2.1924 -1.7482 -0.2905 -0.19 0.16 -0.07 0.055
C 2.3297 0.1722 -3.3707 0.12 0.06 0.14 0.037
C 3.0586 0.3670 -4.5627 -0.08 0.04 -0.02 0.039
C 2.9166 1.5278 -5.2980 -0.04 0.04 0.01 0.005
C 2.0520 2.5344 -4.8534 0.07 -0.21 0.07 0.063
C 1.3069 2.3059 -3.6992 -0.14 0.03 0.05 0.001
C 1.3650 1.1341 -2.9311 0.49 -0.02 -0.48 0.067
H 3.2585 -3.4481 0.3883 0.01 0.00 -0.02 0.003
H 4.4718 -3.7048 -1.8629 -0.02 0.02 0.02 0.015
H 4.0067 -2.0416 -3.6271 -0.01 0.01 0.04 -0.004
H 1.6431 -1.6374 0.6407 -0.03 0.02 0.03 0.002
H 3.7673 -0.3821 -4.9010 -0.01 0.02 0.01 0.002
H 3.4976 1.6662 -6.2049 -0.01 0.00 0.03 -0.001
H 1.9665 3.4712 -5.3964 0.00 -0.03 0.02 0.005
H 0.6353 3.1028 -3.3845 0.07 0.03 0.07 -0.002
O -1.7826 0.7626 -2.6069 0.09 0.03 0.07 0.007
S -2.9545 0.4964 -3.4652 0.03 -0.29 -0.04 0.002
C -3.0929 1.9649 -4.5771 0.01 0.18 -0.07 0.000
C -1.8520 2.8541 -4.4399 -0.13 -0.01 -0.01 0.000
C -2.0746 4.2217 -3.7956 -0.04 0.06 0.01 0.000
C -2.5784 4.2333 -2.3515 -0.29 -0.06 -0.30 0.000
S -1.4800 4.0080 -0.9555 0.07 0.13 0.47 0.002
O -0.8198 2.6920 -1.0343 0.13 -0.25 -0.11 0.007
C -0.1985 5.2067 -1.3133 -0.19 -0.30 0.06 0.000
C -0.4847 6.5146 -1.6599 0.10 0.46 -0.14 0.000
C 0.5641 7.4074 -1.8479 -0.21 -0.16 0.05 0.000
C 1.8737 6.9773 -1.6709 0.07 0.27 -0.07 0.000
C 2.1407 5.6734 -1.3049 -0.14 -0.46 0.11 0.000
C 1.0954 4.7669 -1.1147 0.43 0.22 -0.09 0.000
C -4.3844 0.8131 -2.4345 0.19 -0.05 -0.30 0.001
C -4.1557 1.1646 -1.1269 -0.22 0.16 0.60 0.000
C -5.2496 1.3699 -0.2819 0.46 -0.01 -0.08 0.000
C -6.5339 1.2179 -0.7664 -0.26 0.00 0.02 0.000
C -6.7482 0.8540 -2.0910 0.21 -0.06 -0.22 0.000
C -5.6623 0.6403 -2.9340 -0.51 0.00 0.06 0.000
H -4.0344 2.4649 -4.3442 0.06 0.08 -0.03 0.000
H -3.1679 1.5435 -5.5789 -0.01 0.04 -0.01 0.000
H -1.4120 3.0039 -5.4261 -0.03 0.05 -0.03 0.000
H -1.1000 2.3136 -3.8718 -0.01 -0.07 0.02 0.000
H -2.8108 4.7842 -4.3796 0.01 0.00 -0.05 0.000
H -1.1404 4.7855 -3.8661 0.00 0.00 0.05 0.000
H -3.3198 3.4465 -2.1673 -0.02 0.08 -0.09 0.000
H -3.0748 5.1776 -2.1047 -0.02 -0.01 -0.10 0.000
H -1.5082 6.8476 -1.7940 0.04 -0.02 0.01 0.000
H 0.3567 8.4313 -2.1314 0.01 0.00 0.00 0.000
H 2.6903 7.6739 -1.8196 -0.02 -0.02 0.00 0.000
H 3.1607 5.3361 -1.1687 -0.01 0.01 0.00 0.000
H 1.2807 3.7371 -0.8300 0.00 -0.04 -0.04 0.000
H -3.1336 1.2665 -0.7796 -0.03 -0.02 0.01 0.000
H -5.0772 1.6350 0.7539 0.00 0.00 -0.02 0.000
H -7.3809 1.3694 -0.1075 0.02 0.00 -0.02 0.000
H -7.7556 0.7220 -2.4646 0.00 0.00 0.00 0.000
H -5.8203 0.3323 -3.9630 0.02 0.01 0.04 0.000
```
Positions in Å, forces in eV/Å.

Calculated values
**Frontier orbital gap (alpha / beta)**: 3.08 / 6.25 eV
**ΔE to the lowest compared entry with this formula, charge and spin**: 0.00 kJ/mol
**Net charge**: -1
**E_HOMO (alpha / beta)**: -1.18 / -4.35 eV
**Spin multiplicity**: 3


Calculated DFT total energy in order - -84938.0344, -177921.3251 eV